(1)
Here is C14H18N2O in the gas phase from OMol25. Energies are from ωB97M-V/def2-TZVPD.

The charge is 0. Its SMILES is CC(C)[C@@H](C)COc1ccc2nccnc2c1. As for the orbital gap: 8.64 eV. As for the highest occupied orbital energy: -8.74 eV. The largest force on an atom is 1.33 eV/Å.

Last column: Löwdin charge in e.
Geometry (Å):
C  -3.30135  1.19462  -0.28504  -0.0689
C  -3.08095  -0.19735  0.31880  -0.3947
C  -3.40447  -0.08873  1.81807  -0.0807
C  -1.58093  -0.52568  0.13640  -0.3189
C  -1.11527  -1.65090  1.09947  -0.0530
C  -1.29814  -0.94333  -1.31201  -0.1493
O  -0.48625  -0.01839  -2.04628  -0.0451
C  0.73178  0.26515  -1.50601  -0.2821
C  1.10114  1.63419  -1.49875  0.0154
C  2.30564  2.01901  -0.96408  0.0018
C  3.19543  1.06713  -0.40883  -0.2268
N  4.36448  1.49201  0.13933  0.1274
C  5.11306  0.54924  0.63997  -0.1268
C  4.76108  -0.81313  0.59944  -0.1244
N  3.65080  -1.25887  0.08150  0.1307
C  2.83564  -0.29459  -0.42526  -0.2105
C  1.59125  -0.67099  -0.98365  0.0541
H  -2.74904  1.32423  -1.21337  0.0729
H  -2.87747  1.91854  0.40931  0.0833
H  -4.34925  1.44209  -0.42514  0.0789
H  -3.69371  -0.95935  -0.15743  0.1349
H  -2.56008  0.37794  2.32171  0.0815
H  -3.54896  -1.05588  2.28749  0.0719
H  -4.25383  0.56750  1.98377  0.0759
H  -1.04324  0.37912  0.41471  0.1390
H  -1.91429  -2.38294  1.19787  0.0830
H  -0.27301  -2.18336  0.67109  0.0585
H  -0.80188  -1.26592  2.06179  0.0784
H  -0.88050  -1.94549  -1.38898  0.1172
H  -2.23946  -0.97137  -1.85430  0.1252
H  0.40742  2.34690  -1.91327  0.1181
H  2.57206  3.06342  -0.94181  0.1120
H  6.04648  0.83871  1.10016  0.1017
H  5.44102  -1.53536  1.02920  0.1026
H  1.33483  -1.71816  -0.98588  0.1169

***

(2)
Here is a gas-phase ion, C25H27ClNO6 (charge -1) from OMol25. Energies are from ωB97M-V/def2-TZVPD.

The charge is -1. Its SMILES is CCOC(=O)/C(=C(/[O-])OCC)[C@@H](c1ccccc1)[C@@H](/N=C/c1ccc(Cl)cc1)C(=O)OCC. As for the orbital gap: 6.33 eV. As for the highest occupied orbital energy: -3.74 eV. The largest force on an atom is 5.59 eV/Å.

Last column: Löwdin charge in e.
Geometry (Å):
C  -5.01099  1.45446  -2.75502  -0.0881
C  -3.61821  1.93097  -3.00773  -0.2258
O  -2.84183  1.19345  -2.01921  -0.0377
C  -1.51673  1.46645  -2.23250  -0.4087
C  -0.59369  0.71255  -1.11890  -0.2288
N  0.65073  1.04737  -1.64267  0.0975
C  1.81027  0.57356  -1.50442  -0.0780
C  3.08584  1.19213  -1.89884  -0.1619
C  4.29994  0.46239  -1.77682  -0.0211
C  5.52994  1.00260  -2.15823  -0.1097
C  5.54967  2.32141  -2.64824  -0.7032
Cl  7.03490  3.01869  -3.14193  0.6462
C  4.36702  3.08616  -2.80583  -0.1055
C  3.15129  2.50079  -2.43262  -0.0196
O  -1.14159  2.23093  -3.02370  0.1349
H  -5.75588  1.80337  -3.47869  0.0731
H  -5.02929  0.36021  -2.76614  0.0810
H  -5.36521  1.73946  -1.75626  0.0734
H  -3.30400  1.67102  -4.02447  0.1234
H  -3.55349  3.02403  -2.88812  0.1271
H  -0.83825  1.22656  -0.09698  0.1866
H  1.90940  -0.46254  -1.07394  0.1012
H  4.25782  -0.55726  -1.42369  0.1088
H  6.47351  0.45592  -2.06052  0.1014
H  4.41084  4.11207  -3.18681  0.0995
H  2.20420  3.02383  -2.58721  0.1150
C  3.37541  -3.17085  3.11583  -0.0804
C  2.97226  -2.62635  1.78334  -0.2586
O  1.63177  -2.15571  1.86044  -0.0316
C  1.09086  -1.80555  0.65280  -0.4852
C  -0.05771  -0.94318  0.71625  -0.0522
C  -0.88030  -0.60767  -0.52212  -0.2077
C  -2.40727  -0.85018  -0.34558  -0.1513
C  -3.21923  0.08747  0.31373  -0.0692
C  -4.58166  -0.11989  0.46835  -0.0951
C  -5.09628  -1.35950  0.04275  -0.1161
C  -4.26396  -2.39519  -0.40106  -0.0976
C  -2.90067  -2.14382  -0.55139  -0.0245
C  -0.55197  -0.69216  2.05196  -0.4240
O  -1.66159  -0.99763  2.55744  0.0293
O  0.33708  -0.04384  2.85507  -0.0221
C  -0.17396  0.16748  4.16648  -0.2606
C  0.92886  0.74354  5.02687  -0.0875
O  1.56611  -2.14796  -0.43645  -0.0359
H  4.43957  -3.36999  3.04249  0.0657
H  3.20869  -2.45332  3.93639  0.0780
H  2.87590  -4.12156  3.32582  0.0769
H  3.58960  -1.77020  1.48476  0.1241
H  3.00824  -3.38295  0.98656  0.1185
H  -0.42945  -1.06313  -1.39029  0.1423
H  -2.77168  0.98744  0.71554  0.1174
H  -5.18313  0.69837  0.88475  0.1028
H  -6.18084  -1.50903  0.16696  0.0905
H  -4.70034  -3.36054  -0.66797  0.0917
H  -2.21439  -2.93484  -0.84548  0.1185
H  -1.01141  0.88503  4.10082  0.1244
H  -0.51823  -0.78947  4.58933  0.1253
H  0.48539  1.05950  5.97730  0.0658
H  1.68895  -0.01482  5.27979  0.0688
H  1.43921  1.60995  4.56803  0.0789

***

(3)
Here is a molecular structure, BrCl2IO8Y from OMol25. Energies are from ωB97M-V/def2-TZVPD.

The charge is -1. As for the orbital gap: 7.73 eV. As for the highest occupied orbital energy: -6.82 eV. The largest force on an atom is 8.11 eV/Å.

Last column: Löwdin charge in e.
Geometry (Å):
Y  0.90129  -0.02531  -1.86544  0.9483
I  2.02564  2.56041  -0.98450  -0.0734
Br  0.06750  -2.52139  -2.45773  -0.1472
Cl  -2.72559  0.63775  -0.87575  0.7340
O  -3.44746  0.25740  0.35739  -0.3235
O  -2.92199  1.94196  -1.25675  -0.2972
O  -1.14639  0.48097  -0.55796  -0.5765
O  -2.94824  -0.33632  -1.96526  -0.3848
Cl  2.02288  -0.51795  2.00186  0.7030
O  0.78582  -0.11288  2.40877  -0.2883
O  1.87529  -1.08683  0.40466  -0.5770
O  3.05190  0.42204  1.96106  -0.3490
O  2.45935  -1.69985  2.82963  -0.3683

***

(4)
Here is 10 unconnected molecules or ions with the total composition C40H74F12N2O12 from OMol25. Energies are from ωB97M-V/def2-TZVPD.

The charge is 0. Its SMILES is CCOC(=O)C(F)(F)F.CCOC(=O)C(F)(F)F.CCOC(=O)C(F)(F)F.CCOC(=O)C(F)(F)F.CCN(CC)CC.CCN(CC)CC.CC(C)=O.CC(C)=O.CC(C)=O.CC(C)=O. As for the orbital gap: 8.95 eV. As for the highest occupied orbital energy: -8.64 eV. The largest force on an atom is 2.52 eV/Å.

Last column: Löwdin charge in e.
Geometry (Å):
C  1.35079  -0.79731  4.32917  -0.0831
C  1.18508  0.68626  4.08100  -0.2492
N  1.59878  1.13193  2.74560  -0.1786
C  3.05327  1.04325  2.64680  -0.2519
C  3.56051  1.01943  1.20367  -0.0740
C  1.17384  2.48495  2.41033  -0.2592
C  -0.28232  2.78624  2.74830  -0.0857
H  0.94874  -1.42335  3.52701  0.0541
H  0.77347  -1.10181  5.20527  0.0764
H  2.38430  -1.09259  4.51487  0.0653
H  0.14508  0.94009  4.27240  0.0879
H  1.80875  1.19178  4.83530  0.1240
H  3.55186  1.79457  3.27512  0.1213
H  3.37300  0.06658  3.01924  0.1037
H  4.64578  0.92402  1.29553  0.0712
H  3.17643  0.15746  0.66029  0.0652
H  3.32616  1.92264  0.64391  0.0454
H  1.32585  2.67642  1.34696  0.1007
H  1.80572  3.20247  2.96126  0.1109
H  -0.45580  3.13969  3.76366  0.0752
H  -0.89941  1.90247  2.56177  0.0552
H  -0.66676  3.56871  2.09039  0.0763
C  -1.85932  -3.55064  1.58525  -0.0846
C  -0.67119  -3.94726  2.46909  -0.2576
N  0.02897  -5.18001  2.05798  -0.1685
C  -0.90372  -6.26991  2.36979  -0.2612
C  -0.37338  -7.66915  2.05758  -0.0938
C  1.28152  -5.29052  2.79276  -0.2619
C  2.33849  -4.35824  2.23470  -0.0839
H  -2.01913  -2.46952  1.53929  0.0456
H  -2.80161  -4.05113  1.79616  0.0692
H  -1.62579  -3.71560  0.52577  0.0655
H  0.07433  -3.15907  2.37860  0.0796
H  -1.04950  -3.93806  3.50086  0.1162
H  -1.18689  -6.24372  3.43262  0.1179
H  -1.79274  -6.11865  1.75799  0.1056
H  0.39198  -7.97584  2.77146  0.0607
H  -1.15242  -8.43071  2.03192  0.0692
H  0.08828  -7.71535  1.06677  0.0759
H  1.70162  -6.28261  2.60959  0.1040
H  1.14647  -5.16102  3.87675  0.1249
H  2.12145  -3.29569  2.37977  0.0487
H  2.59173  -4.53982  1.19326  0.0654
H  3.25212  -4.45498  2.83386  0.0761
C  8.31646  -0.83868  -1.00095  -0.0563
C  7.15753  0.04401  -0.64346  -0.2143
O  5.88782  -0.58324  -0.80148  0.0297
C  5.21659  -0.45180  -1.92659  -0.3982
O  5.45001  0.33974  -2.79235  0.1562
C  4.00700  -1.39207  -2.02942  -0.5711
F  4.15133  -2.25684  -3.02264  0.1879
F  3.85684  -2.07707  -0.90266  0.1760
F  2.92900  -0.65528  -2.25952  0.1675
H  8.21292  -1.22842  -2.01475  0.0864
H  8.40279  -1.69571  -0.32536  0.0836
H  9.29924  -0.37693  -0.91164  0.0848
H  7.20544  0.96010  -1.23943  0.1227
H  7.17560  0.40289  0.38572  0.1263
C  -0.15929  -1.15587  -4.93766  -0.0574
C  0.74653  -2.39574  -4.91019  -0.1948
O  0.64143  -2.91047  -3.60095  0.0273
C  0.84737  -4.19178  -3.36427  -0.3915
O  1.01535  -5.04190  -4.18008  0.1829
C  0.79612  -4.48129  -1.84629  -0.5504
F  -0.28585  -5.20757  -1.57017  0.1729
F  1.88994  -5.14442  -1.46823  0.1684
F  0.74045  -3.37153  -1.10998  0.1521
H  -0.26655  -0.71922  -5.93009  0.0807
H  0.26611  -0.36552  -4.31171  0.0713
H  -1.14356  -1.34916  -4.50599  0.0701
H  1.72319  -1.98678  -5.16832  0.1296
H  0.38827  -3.07790  -5.67703  0.1266
C  4.11299  3.12845  -1.72447  -0.0654
C  4.29509  4.62031  -1.57222  -0.1981
O  3.60864  5.09218  -0.42600  0.0461
C  3.96635  6.24219  0.10588  -0.4036
O  4.82291  6.96227  -0.29582  0.1815
C  3.18046  6.56222  1.38949  -0.5584
F  2.47752  5.53350  1.83084  0.1751
F  4.03972  6.95617  2.32861  0.1741
F  2.34710  7.58669  1.17105  0.1691
H  4.66333  2.52251  -1.00172  0.0607
H  4.55898  2.79029  -2.66281  0.0790
H  3.08255  2.77062  -1.71849  0.0764
H  3.92062  5.10325  -2.47704  0.1318
H  5.36648  4.82406  -1.54649  0.1310
C  -7.23277  0.43038  -1.03813  -0.0546
C  -6.47591  0.53006  0.26602  -0.1970
O  -7.01289  1.60786  1.04049  0.0492
C  -6.66042  1.69785  2.30452  -0.3921
O  -6.05983  0.88781  2.93917  0.1565
C  -7.06970  3.03792  2.96248  -0.5834
F  -5.98319  3.59593  3.48160  0.1746
F  -7.58124  3.87876  2.08268  0.1845
F  -7.93038  2.82506  3.93971  0.1900
H  -7.14240  1.32902  -1.65140  0.0818
H  -8.29676  0.35002  -0.81201  0.0838
H  -6.86857  -0.43275  -1.59037  0.0746
H  -5.39466  0.61629  0.16030  0.1212
H  -6.64779  -0.41084  0.79614  0.1297
C  -3.78754  0.72581  -3.87509  -0.0109
C  -4.27904  -0.69902  -3.65976  -0.5119
O  -4.11607  -1.21088  -2.57340  0.0513
C  -4.83295  -1.43414  -4.82747  -0.0251
H  -3.76110  1.14145  -2.86960  0.0757
H  -4.39497  1.22707  -4.62537  0.0849
H  -2.74512  0.71953  -4.20207  0.0680
H  -4.95366  -2.50247  -4.66855  0.0850
H  -4.17343  -1.30137  -5.69170  0.0877
H  -5.77571  -0.99467  -5.16479  0.0903
C  -1.90824  0.23130  -0.13414  -0.0064
C  -0.87821  0.99123  -0.91678  -0.4772
O  -1.21421  1.86883  -1.68422  0.0491
C  0.52902  0.45182  -0.89164  -0.0122
H  -1.75182  -0.83623  -0.30927  0.0810
H  -2.92845  0.46133  -0.42519  0.0633
H  -1.73762  0.40279  0.93335  0.0681
H  0.55958  -0.61188  -1.13297  0.0758
H  0.95050  0.54458  0.11361  0.0657
H  1.11494  0.99188  -1.63204  0.0702
C  -3.17044  -0.56532  3.95448  -0.0175
C  -2.86655  0.37081  5.09670  -0.4967
O  -2.07135  0.06441  5.95603  0.0566
C  -3.72171  1.61100  5.23283  -0.0113
H  -4.16282  -1.00212  4.09091  0.0910
H  -2.46935  -1.38380  3.81176  0.0658
H  -3.24364  0.00209  3.02085  0.0678
H  -3.30003  2.33374  4.52672  0.0860
H  -3.70421  1.96357  6.25805  0.0864
H  -4.73645  1.41187  4.89352  0.0576
C  -1.19784  3.28657  -5.23367  -0.0265
C  -1.01138  4.76656  -4.99648  -0.5062
O  -1.83815  5.60168  -5.23086  0.0818
C  0.33102  5.14305  -4.40539  -0.0266
H  -0.31049  2.81183  -5.64883  0.0813
H  -2.09812  3.01243  -5.78045  0.0780
H  -1.34062  2.85895  -4.23225  0.0675
H  0.61151  4.46878  -3.59163  0.0744
H  0.23213  6.13215  -3.96049  0.0822
H  1.13396  5.10879  -5.14092  0.0849